Computed, not measured: a 2-piece molecular cluster, C14H16O overall in a non-equilibrium geometry, with the ωB97M-V functional and the def2-TZVPD basis.

CARTESIAN COORDINATES (ANGSTROEM)
1 C -1.143 -1.525 0.942
2 C 1.085 -1.527 2.070
3 C -0.030 -0.793 1.546
4 C 2.196 -0.898 2.523
5 C 2.218 0.535 2.436
6 C 0.101 0.621 1.394
7 C 1.178 1.305 1.869
8 O 3.261 1.198 2.899
9 H 1.027 -2.611 2.060
10 H 3.122 -1.401 2.762
11 H -1.524 -2.301 1.626
12 H -0.860 -2.134 0.082
13 H -0.798 1.112 1.043
14 H 3.654 0.754 3.666
15 H 1.335 2.377 1.853
16 H -2.054 -0.972 0.731
17 C 1.177 -0.520 -1.804
18 C -2.766 1.286 -2.091
19 C -2.569 -0.064 -2.269
20 C -1.651 2.055 -1.714
21 C -1.272 -0.599 -2.272
22 C -0.401 1.506 -1.687
23 C -0.177 0.125 -1.863
24 H -3.699 1.733 -2.396
25 H -3.416 -0.726 -2.422
26 H -1.820 3.077 -1.399
27 H -1.265 -1.642 -2.569
28 H 0.437 2.130 -1.390
29 H 1.734 -0.382 -0.882
30 H 1.804 -0.156 -2.636
31 H 1.115 -1.564 -2.107

Calculated values
Charge: +1
Energy relative to the best compared isomer or geometry (same formula, charge and spin) (kcal per mole): 21.90
⟨S²⟩: 0.77
HOMO level (spin up / spin down) (eV): -11.84 / -11.84
Frontier orbital gap (spin up / spin down) (eV): 8.122 / 4.492
Multiplicity: 2

Computed, not measured: a 2-piece molecular cluster, C14H16O overall in a non-equilibrium geometry, with the ωB97M-V functional and the def2-TZVPD basis.

CARTESIAN COORDINATES (ANGSTROEM)
1 C -0.317 -1.699 2.419
2 C -0.917 -0.516 1.774
3 C -0.195 0.711 1.696
4 C -2.275 -0.528 1.352
5 C -0.744 1.816 1.130
6 C -2.846 0.543 0.739
7 C -2.032 1.703 0.541
8 O -2.520 2.622 -0.249
9 H 0.766 -1.627 2.401
10 H -0.660 -2.645 2.014
11 H 0.817 0.743 2.066
12 H -2.924 -1.372 1.536
13 H -0.142 2.689 0.894
14 H -3.839 0.533 0.318
15 H -1.995 3.445 -0.247
16 H -0.619 -1.650 3.477
17 C 0.882 1.709 -2.256
18 C 0.930 -2.066 -1.726
19 C 0.700 -0.820 -2.330
20 C 1.763 -2.185 -0.638
21 C 1.200 0.331 -1.748
22 C 2.358 -1.043 -0.089
23 C 2.032 0.173 -0.633
24 H 0.459 -2.940 -2.150
25 H 0.137 -0.797 -3.259
26 H 2.016 -3.174 -0.268
27 H 3.014 -1.246 0.752
28 H 0.335 2.322 -1.542
29 H 0.388 1.731 -3.225
30 H 2.405 1.087 -0.172
31 H 1.825 2.151 -2.575

Calculated values
Charge: +1
Energy relative to the best compared isomer or geometry (same formula, charge and spin) (kcal per mole): 11.35
⟨S²⟩: 0.77
HOMO level (spin up / spin down) (eV): -12.04 / -12.03
Frontier orbital gap (spin up / spin down) (eV): 8.493 / 4.856
Multiplicity: 2

Computed, not measured: a 2-piece molecular cluster, C14H16O2 overall in a non-equilibrium geometry, with the ωB97M-V functional and the def2-TZVPD basis.

CARTESIAN COORDINATES (ANGSTROEM)
1 C -0.609 4.193 2.416
2 C -2.044 3.229 0.725
3 C -0.648 3.342 1.225
4 C -2.262 2.283 -0.199
5 C 0.349 2.588 0.703
6 C -1.173 1.516 -0.757
7 C 0.119 1.762 -0.434
8 O -1.619 0.805 -1.874
9 H -2.772 4.016 0.887
10 H -3.202 2.107 -0.680
11 H 0.348 4.702 2.658
12 H -0.968 3.781 3.334
13 H 1.375 2.701 1.077
14 H 0.842 1.410 -1.164
15 H -1.170 0.998 -2.701
16 H -1.070 5.158 2.170
17 C -1.296 -3.894 -0.231
18 C 2.270 -2.583 0.600
19 C 2.538 -2.059 -0.611
20 C 0.924 -3.122 0.786
21 C -0.034 -3.158 -0.182
22 C 1.592 -1.912 -1.625
23 C 0.355 -2.470 -1.354
24 O 3.890 -1.715 -0.893
25 H 2.979 -2.684 1.410
26 H 0.913 -3.399 1.888
27 H 1.850 -1.580 -2.626
28 H 4.042 -1.720 -1.842
29 H -2.041 -3.365 0.369
30 H -1.286 -4.897 0.184
31 H -0.459 -2.169 -2.024
32 H -1.734 -3.861 -1.236

Calculated values
Energy relative to the best compared isomer or geometry (same formula, charge and spin) (kcal per mole): 50.46
HOMO level (eV): -8.50
Frontier orbital gap (eV): 9.185

Computed, not measured: a 2-piece molecular cluster, C14H16O2 overall in a non-equilibrium geometry, with the ωB97M-V functional and the def2-TZVPD basis.

CARTESIAN COORDINATES (ANGSTROEM)
1 C 0.152 0.517 4.688
2 C 2.241 0.928 3.352
3 C 1.102 0.162 3.589
4 C 3.048 0.666 2.241
5 C 0.901 -0.989 2.760
6 C 2.735 -0.362 1.357
7 C 1.780 -1.311 1.719
8 O 3.484 -0.552 0.258
9 H 2.421 1.960 3.646
10 H 3.897 1.254 1.938
11 H 0.081 -0.178 5.526
12 H -0.850 0.496 4.291
13 H -0.024 -1.537 2.916
14 H 1.906 -2.199 1.094
15 H 4.423 -0.380 0.280
16 H 0.260 1.400 5.298
17 C 0.649 0.580 -3.226
18 C -3.133 0.138 -3.766
19 C -3.345 -0.478 -2.575
20 C -1.865 0.663 -4.028
21 C -0.846 0.347 -3.147
22 C -2.456 -0.661 -1.503
23 C -1.188 -0.153 -1.853
24 O -4.582 -1.053 -2.409
25 H -3.939 0.373 -4.472
26 H -1.687 1.257 -4.941
27 H -2.878 -0.996 -0.582
28 H -4.893 -1.474 -1.593
29 H 1.013 1.427 -2.657
30 H 0.830 0.559 -4.309
31 H -0.357 -0.150 -1.168
32 H 1.120 -0.254 -2.726

Calculated values
Energy relative to the best compared isomer or geometry (same formula, charge and spin) (kcal per mole): 48.90
HOMO level (eV): -8.09
Frontier orbital gap (eV): 8.779

Computed, not measured: a 2-piece molecular cluster, C14H17Br3FN3O2 overall in a non-equilibrium geometry, with the ωB97M-V functional and the def2-TZVPD basis.

CARTESIAN COORDINATES (ANGSTROEM)
1 C 6.292 -0.721 1.740
2 C 4.804 -0.606 1.602
3 Br 3.773 -1.307 3.058
4 C 4.167 -0.062 0.572
5 Br 5.068 0.663 -0.942
6 C 2.678 0.049 0.550
7 C 2.109 1.260 0.862
8 C 0.703 1.282 0.864
9 F 0.059 2.368 1.167
10 N 0.045 0.181 0.573
11 C -1.441 0.255 0.629
12 C -1.899 0.384 2.104
13 C -2.643 -0.867 2.618
14 Br -2.164 -1.149 4.509
15 N 0.560 -0.984 0.231
16 C 1.872 -1.065 0.214
17 N 2.466 -2.293 -0.137
18 C 1.922 -3.236 0.464
19 O 1.502 -4.046 1.159
20 H 6.620 0.063 2.433
21 H 6.812 -0.549 0.800
22 H 6.611 -1.677 2.153
23 H 2.681 2.139 1.122
24 H -1.858 -0.662 0.222
25 H -1.794 1.069 -0.030
26 H -1.052 0.543 2.779
27 H -2.505 1.286 2.200
28 H -3.707 -0.653 2.645
29 H -2.407 -1.764 2.055
30 C -3.800 2.149 -3.693
31 C -3.062 0.961 -3.048
32 C -3.687 -0.343 -3.580
33 O -3.213 1.017 -1.693
34 H -4.861 2.141 -3.434
35 H -3.372 3.097 -3.362
36 H -3.725 2.118 -4.791
37 H -2.022 0.990 -3.457
38 H -4.745 -0.409 -3.318
39 H -3.175 -1.216 -3.165
40 H -3.610 -0.406 -4.675

Calculated values
HOMO level (eV): -5.61
Frontier orbital gap (eV): 3.265

Computed, not measured: C14H17Cl3GeN4O3RhS2 as an isolated structure, with the ωB97M-V functional and the def2-TZVPD basis.

CARTESIAN COORDINATES (ANGSTROEM)
1 Rh 0.128 -0.089 0.746
2 N -5.153 1.899 6.684
3 C -4.191 1.332 5.976
4 C -3.168 2.141 5.383
5 C -2.170 1.544 4.675
6 C -2.162 0.144 4.534
7 C -3.160 -0.668 5.100
8 C -4.169 -0.090 5.813
9 S -0.824 -0.642 3.654
10 O 0.311 0.221 3.764
11 O -0.778 -1.992 4.115
12 N -1.329 -0.563 2.104
13 C -1.590 -1.787 1.474
14 N -2.504 -2.663 1.801
15 C -2.540 -3.750 1.022
16 C -1.696 -3.937 -0.069
17 C -0.783 -2.945 -0.354
18 N -0.739 -1.872 0.440
19 H -5.187 2.900 6.823
20 H -5.880 1.349 7.121
21 H -3.195 3.214 5.521
22 H -1.367 2.127 4.242
23 H -3.103 -1.740 4.974
24 H -4.946 -0.689 6.270
25 H -3.288 -4.491 1.275
26 H -1.758 -4.825 -0.680
27 H -0.093 -2.982 -1.186
28 O 1.664 -0.198 -0.608
29 S 2.595 0.952 -1.087
30 C 4.242 0.456 -0.498
31 C 5.103 0.219 -1.737
32 C 4.173 -0.394 -2.781
33 C 2.955 0.520 -2.806
34 H 4.053 -0.468 0.050
35 H 4.618 1.214 0.186
36 H 5.945 -0.427 -1.492
37 H 5.510 1.163 -2.104
38 H 3.882 -1.405 -2.490
39 H 4.634 -0.448 -3.765
40 H 2.039 0.097 -3.216
41 H 3.165 1.466 -3.310
42 Cl -3.147 1.901 0.161
43 Ge -1.159 1.451 -0.324
44 Cl 0.300 2.426 1.065
45 Cl -0.752 2.009 -2.310

Calculated values
Charge: +2
Energy relative to the best compared isomer or geometry (same formula, charge and spin) (kcal per mole): 0.00
⟨S²⟩: 0.78
HOMO level (spin up / spin down) (eV): -14.97 / -15.10
Frontier orbital gap (spin up / spin down) (eV): 8.207 / 6.163
Multiplicity: 2

| no. | energy (eV) |
| --- | --- |
| 1 | -16816.6625 |
| 2 | -16817.1200 |
| 3 | -18870.4461 |
| 4 | -18870.5141 |
| 5 | -236198.6454 |
| 6 | -145645.9306 |